(1)
The following is a DFT calculation (ωB97M-V/def2-TZVPD) of C28H30CoN4OS4 as an isolated structure in a non-equilibrium geometry.

Structure (XYZ):
```
68
Properties=species:S:1:pos:R:3:forces:R:3
Co 0.090427 -2.894671 -0.828154 0.512 0.158 -0.168
C -2.554223 -4.030749 -2.793619 1.055 0.886 1.581
C -3.001092 -2.800719 -1.994041 -1.387 1.079 0.001
S -2.344802 -2.545447 -0.313392 -0.535 -0.248 -0.569
C -2.973333 -3.986246 0.613107 1.232 1.203 1.571
C -2.069101 -5.193408 0.445267 0.449 0.532 0.704
S -0.360160 -4.673238 0.789962 0.304 -1.202 0.465
C 0.655942 -6.145068 0.328087 0.236 0.346 0.563
C 2.056903 -5.648404 -0.062453 -0.890 0.193 1.704
S 2.088912 -4.465997 -1.408065 0.205 1.379 0.334
C 1.494076 -5.332059 -2.849848 -1.558 -0.281 -0.826
C -0.063554 -5.492291 -2.993587 0.449 -0.878 0.490
S -0.738887 -3.822415 -3.090222 -0.577 -0.357 0.428
H -3.023468 -3.975982 -3.749077 -0.539 -0.530 -0.586
H -2.777479 -4.922231 -2.166170 0.132 0.400 -1.160
H -4.124248 -2.767894 -1.960504 0.932 -0.255 0.248
H -2.774688 -1.803757 -2.427266 0.203 -0.743 -0.335
H -3.941770 -4.235898 0.304790 -1.535 -0.171 -0.747
H -3.108896 -3.548023 1.642600 0.471 -0.918 -0.733
H -2.079934 -5.415770 -0.597098 -0.067 -0.779 -0.501
H -2.343491 -6.045974 1.072463 -0.005 0.170 -0.140
H 0.234878 -6.673119 -0.491216 -0.647 -0.058 -0.944
H 0.672984 -6.945571 1.086358 0.188 0.827 0.329
H 2.597868 -6.494931 -0.337092 1.055 -1.521 -0.834
H 2.625691 -5.318559 0.850602 -0.561 0.468 -1.068
H 1.945696 -6.302503 -2.856409 0.340 -0.639 -0.129
H 1.829303 -4.798481 -3.755023 0.256 -0.054 0.551
H -0.493981 -6.054532 -2.140568 0.211 0.632 -0.334
H -0.332079 -6.124101 -3.863014 0.360 0.699 0.094
C 0.447577 10.578420 2.874010 0.926 -0.776 0.274
O -0.073490 9.717574 1.796873 1.189 -1.466 1.234
C 0.195914 8.411746 1.757434 -0.819 1.875 -0.343
C -0.314376 7.844901 0.512874 1.443 -1.602 1.094
C -0.149751 6.516321 0.289556 -0.115 -0.984 -0.952
C 0.437297 5.686204 1.315966 -0.450 -1.217 -0.498
C 0.933089 6.245892 2.501898 0.514 2.405 0.914
C 0.883116 7.639715 2.774424 -0.402 -1.748 -1.739
C 0.504405 4.221027 1.057401 0.047 0.199 -0.310
N 0.328790 3.734878 -0.159945 0.050 -1.375 0.203
C 0.490927 2.342969 -0.058856 0.758 2.529 1.235
C 0.792812 2.002014 1.261206 -0.901 0.783 -0.645
N 0.744547 3.212895 1.979549 0.977 -0.828 0.376
C 0.919379 0.602355 1.602307 1.281 -0.377 1.313
C 1.267740 0.087896 2.889527 -0.250 -1.673 -0.636
C 1.353385 -1.301606 3.068332 0.211 0.893 -0.601
C 1.330364 -2.141409 1.962164 -0.590 2.111 -0.444
N 1.100931 -1.687074 0.744055 -1.033 1.107 -0.650
C 0.850855 -0.343397 0.557595 -0.006 -0.417 0.448
C 0.512181 0.083440 -0.799082 0.648 -0.802 1.196
N 0.277436 -0.889336 -1.661008 -0.574 -0.700 -2.536
C 0.053670 -0.505513 -2.942191 0.670 -0.291 1.783
C 0.108807 0.809250 -3.343234 -1.003 -0.127 -1.493
C 0.212305 1.817929 -2.449970 0.738 -0.022 0.751
C 0.468545 1.413537 -1.138461 -0.929 1.403 0.289
H 0.937881 11.372825 2.373671 0.391 0.758 -0.623
H 1.192022 10.135724 3.576450 -0.750 -0.184 -0.808
H -0.362646 10.979574 3.427863 -0.976 0.099 0.348
H -0.618987 8.431071 -0.308789 -0.624 1.100 -0.282
H -0.433687 6.041803 -0.717864 0.438 0.764 1.875
H 1.497819 5.678125 3.230117 -0.194 -0.335 -0.092
H 1.420213 8.061300 3.628000 -0.540 -0.109 -0.342
H 1.153516 3.339981 2.924754 -0.711 -0.101 -1.039
H 1.513689 0.675224 3.748597 -0.306 0.664 0.237
H 1.483865 -1.796609 4.005810 0.282 0.296 0.671
H 1.451100 -3.169291 2.032059 0.329 -1.676 0.412
H -0.151616 -1.242109 -3.673119 -0.114 -0.828 -0.396
H -0.124202 0.988417 -4.379703 0.210 0.217 -0.218
H 0.177085 2.861371 -2.716690 -0.104 0.099 0.007
```
Forces are in eV/Å.

The total charge is +3. For the energy, the calculation gives -118475.6893 eV. The orbital gap (spin up / spin down) is 7.91 / 5.50 eV. The value obtained for the HOMO energy (spin up / spin down) is -0.5749 / -0.5866 hartree. The multiplicity is 5.



(2)
The following is a DFT calculation (ωB97M-V/def2-TZVPD) of C28H30N2O3SSn as an isolated structure in a non-equilibrium geometry.

Structure (XYZ):
```
65
Properties=species:S:1:pos:R:3:forces:R:3
Sn -0.057964 0.999988 0.680781 -0.049 -0.383 -0.335
C -4.853994 -0.891756 5.760826 -1.097 -0.466 -0.210
C -4.259885 -0.888436 4.365863 -1.496 0.182 1.152
C -2.921120 -0.702912 4.169854 1.728 0.089 -0.836
C -2.414825 -0.716555 2.866402 -0.920 -0.383 0.123
C -3.320860 -0.901183 1.808057 1.553 0.497 -0.228
C -4.672378 -1.097008 2.000084 -0.211 0.110 0.064
C -5.137054 -1.087086 3.297644 0.308 -0.170 0.053
S -2.677125 -0.643351 0.165018 -0.598 -1.183 -0.717
O -3.385344 -1.528652 -0.730853 0.251 0.175 0.451
O -2.737044 0.769131 -0.125666 0.148 0.716 0.357
N -1.104484 -0.921944 0.236519 -0.082 0.367 0.107
C -0.485495 -2.155725 0.200341 0.338 0.049 0.562
C -1.101015 -3.379944 0.285320 0.619 -0.550 -0.233
C -0.286945 -4.555440 0.278083 -0.290 0.327 -0.254
C 1.073753 -4.490801 0.243571 -0.091 0.009 0.309
C 1.740383 -3.240005 0.252281 -0.178 -0.068 -0.431
C 3.142584 -3.083249 0.231862 -0.435 -0.047 -0.274
C 3.658163 -1.826344 0.176719 1.034 0.622 0.051
C 2.794754 -0.706673 0.164743 0.637 0.526 0.016
N 1.487070 -0.819934 0.211338 0.441 0.032 -0.139
C 0.962912 -2.076010 0.194691 -1.238 0.113 0.446
H -4.512642 -0.091710 6.407166 0.339 0.151 -0.041
H -4.615687 -1.856212 6.248169 -0.288 0.450 -0.077
H -5.973269 -0.765640 5.681567 1.149 -0.357 0.215
H -2.184091 -0.549663 4.971427 -0.695 -0.116 -0.104
H -1.341530 -0.642680 2.699332 -0.375 0.104 -0.049
H -5.363495 -1.218567 1.173858 0.235 -0.027 -0.070
H -6.187222 -1.260665 3.489400 -0.024 0.088 0.071
H -2.180312 -3.447642 0.314949 0.072 -0.046 -0.040
H -0.736003 -5.544570 0.245110 -0.172 0.245 0.160
H 1.637335 -5.406929 0.268783 0.274 -0.122 -0.089
H 3.755829 -3.969081 0.173799 0.215 -0.039 0.213
H 4.751512 -1.652861 0.168373 -0.846 -0.119 -0.113
H 3.216493 0.316694 0.100922 -0.361 -0.815 0.103
C 1.335892 4.346278 -0.007587 0.900 -1.441 -0.112
C 2.654831 3.543680 -0.284451 -0.897 -0.029 0.144
C 3.094687 2.784844 0.983292 -1.807 0.274 -0.569
C 2.583806 2.656196 -1.512786 0.960 -0.057 -0.569
C 3.724649 2.566646 -2.353845 -0.701 0.121 -0.345
C 3.703524 1.839615 -3.540672 1.172 0.069 0.789
C 2.545945 1.194589 -3.919742 -0.022 -0.434 -0.951
C 1.416927 1.236345 -3.150361 -0.628 0.800 1.330
C 0.130943 0.627615 -3.635694 -0.496 -0.257 -0.388
C -1.020933 1.648469 -3.829640 -0.138 0.038 1.049
C -0.351841 -0.577780 -2.806322 -0.353 0.040 -0.603
C 1.461525 1.925155 -1.888032 -0.346 -0.850 -0.596
O 0.365584 1.862533 -1.096242 -0.045 0.020 -0.046
H 1.556235 5.228733 0.567205 -0.030 0.466 0.103
H 0.700315 3.685893 0.570500 -0.291 0.249 0.278
H 0.796393 4.537280 -0.923624 -0.006 0.411 -0.209
H 3.430462 4.255891 -0.504596 0.428 0.424 -0.083
H 2.317617 2.052455 1.271078 0.381 0.129 -0.118
H 3.122900 3.478843 1.804808 0.455 0.251 0.471
H 4.005868 2.273313 0.806480 1.044 -0.385 0.141
H 4.614001 3.159209 -2.159788 -0.061 -0.094 0.366
H 4.650179 1.714374 -4.082720 -0.596 0.227 -0.050
H 2.487554 0.649606 -4.868085 0.156 0.177 0.280
H 0.324931 0.237848 -4.635421 0.290 -0.080 -0.089
H -0.985795 2.396702 -2.996001 -0.477 -0.829 -0.541
H -1.992226 1.079129 -3.852599 0.811 0.824 0.091
H -0.911919 2.232432 -4.739688 0.045 -0.142 -0.251
H -0.962206 -0.237510 -1.967848 0.281 -0.172 -0.241
H 0.502194 -1.180443 -2.452276 -0.428 0.099 -0.133
H -1.013049 -1.184527 -3.471672 0.507 0.191 0.640
```
Forces are in eV/Å.

The total charge is 0. For the energy, the calculation gives -55313.1898 eV. The orbital gap is 7.40 eV. The value obtained for the HOMO energy is -0.2869 hartree. The multiplicity is 1.



(3)
The following is a DFT calculation (ωB97M-V/def2-TZVPD) of C28H30N6O4Ti as an isolated structure in a non-equilibrium geometry.

Structure (XYZ):
```
69
Properties=species:S:1:pos:R:3:forces:R:3
Ti 0.974016 -0.217236 0.315617 1.189 0.050 -1.836
O -0.767746 -2.037854 5.784273 0.619 0.408 0.085
C 0.526670 -2.252549 6.114463 -2.077 0.365 -0.937
O 1.090528 -2.754042 6.993127 1.361 -0.576 1.359
C 0.352818 -1.674403 4.794302 -0.125 -1.158 -0.751
C 0.540020 -0.269950 4.446931 -0.323 0.566 1.179
C 0.719046 0.125343 3.192242 0.211 1.302 -0.697
N 0.792152 -0.724232 2.095741 -0.483 -1.243 1.547
C 0.556345 -2.089884 2.401162 0.495 -0.823 0.172
C 0.339911 -2.604997 3.637541 0.279 1.377 -1.381
C 0.774334 -2.944849 1.169297 0.066 -0.056 -0.186
O 0.748744 -4.142581 1.082768 -0.099 1.078 0.095
O 1.070358 -2.111933 0.111465 -0.435 -0.247 0.366
H 0.476641 0.435287 5.292509 0.160 -0.212 -0.742
H 0.862374 1.172482 2.883327 -0.159 -0.317 0.654
H 0.135667 -3.661067 3.727641 0.152 -0.080 0.211
C 4.341980 -0.501281 1.509425 -0.783 -1.578 -0.557
C 3.948714 0.719669 0.744605 -0.707 0.841 0.864
N 2.744147 1.022657 0.199089 0.422 -0.113 0.220
C 2.763683 2.392163 -0.105234 2.817 -0.627 0.692
C 4.018291 2.884592 0.233454 -1.898 0.464 0.397
N 4.686605 1.848936 0.791364 0.368 -0.960 0.191
H 3.726446 -1.387216 1.226030 0.109 0.726 -0.093
H 4.180811 -0.449642 2.602609 0.395 0.488 -0.512
H 5.343250 -0.835951 1.235061 0.170 0.339 0.396
H 1.982194 2.922731 -0.548107 -1.170 0.392 -0.475
H 4.380939 3.897543 0.393363 -0.119 -0.285 -0.628
H 5.560880 1.950197 1.297838 -0.123 -0.225 -0.284
N 0.374613 -2.700984 -4.232356 0.606 -0.151 2.056
C -0.741529 -1.776123 -3.785757 -0.502 -0.972 -0.963
C -0.513270 -1.369057 -2.375759 0.425 2.329 0.130
N 0.804394 -0.693586 -2.185948 0.185 -1.116 0.816
C 1.938999 -1.485471 -2.687708 -0.119 -0.470 0.094
C 1.744434 -2.000147 -4.116077 -0.762 0.181 -0.985
H 0.215226 -3.081346 -5.152591 -0.017 -0.005 -0.551
H 0.410867 -3.517241 -3.577953 -0.169 0.568 -0.598
H -1.689870 -2.339626 -3.873154 0.428 0.389 -0.119
H -0.710586 -0.955096 -4.494900 -0.224 0.186 -0.020
H -0.594597 -2.199013 -1.724835 0.103 -0.911 0.853
H -1.266064 -0.616137 -2.055161 0.220 -0.727 -0.374
H 0.799991 0.186800 -2.647931 -0.172 0.950 -0.399
H 2.056933 -2.361333 -2.028066 -0.021 0.347 -0.066
H 2.858059 -0.883178 -2.615406 -0.295 -0.270 -0.185
H 2.456363 -2.785556 -4.372997 0.240 0.378 -0.055
H 1.706846 -1.200208 -4.900383 0.274 -0.654 0.719
N -0.323640 0.979023 -0.076869 -0.371 -0.715 0.176
C -1.555802 1.317502 -0.196325 0.268 -1.115 0.244
C -2.652168 0.284149 -0.213791 0.934 1.129 0.005
C -3.696079 0.442628 -1.124815 -0.181 0.609 -0.393
C -4.696656 -0.514434 -1.185017 0.315 -0.005 -0.438
C -4.628700 -1.608128 -0.344590 0.670 1.070 0.257
C -3.606187 -1.734165 0.581648 0.243 -0.776 0.859
C -2.573123 -0.803876 0.642919 -1.829 -0.463 -1.137
C -1.831051 2.723486 -0.297102 -0.248 0.965 0.052
C -2.824811 3.293365 0.486408 -0.950 0.185 -0.665
C -3.059070 4.670896 0.449100 -0.418 -0.216 1.718
C -2.250618 5.479649 -0.303632 -0.388 0.573 -0.727
C -1.296380 4.887222 -1.123912 0.008 0.626 0.372
C -1.022187 3.546903 -1.077137 0.876 -0.111 -0.459
H -3.716013 1.318737 -1.799082 0.014 -0.518 0.542
H -5.509470 -0.464782 -1.903093 0.122 0.246 0.101
H -5.428424 -2.270879 -0.394562 -1.073 -1.373 0.141
H -3.617224 -2.562589 1.317167 0.003 0.509 -0.664
H -1.812562 -0.961288 1.344182 1.113 0.160 0.919
H -3.502770 2.647627 1.028862 0.104 0.013 0.233
H -3.809854 5.110121 1.135297 0.423 -0.377 -0.673
H -2.418850 6.568750 -0.341982 0.167 -0.701 0.058
H -0.756526 5.535966 -1.764224 0.680 0.366 -0.533
H -0.132451 3.179483 -1.634385 -0.998 -0.028 0.311
```
Forces are in eV/Å.

The total charge is +2. For the energy, the calculation gives -69755.6309 eV. The orbital gap (spin up / spin down) is 6.72 / 6.72 eV. The value obtained for the energy above the lowest of the compared OMol25 structures with the same formula, charge and spin is 39.2 kcal/mol. The value obtained for the HOMO energy (spin up / spin down) is -0.4786 / -0.4786 hartree. The multiplicity is 1.